ORCA calculation (wB97M-V/def2-TZVPD) on C10H29NO7 as an isolated structure at a distorted geometry.

```
47
Properties=species:S:1:pos:R:3
C 24.467 -27.554 19.351
C 25.756 -28.221 19.671
C 27.029 -27.396 19.426
O 27.090 -26.201 20.319
C 28.060 -25.280 19.925
N 25.707 -28.727 21.059
H 24.173 -27.358 18.320
H 24.338 -26.521 19.677
H 23.661 -28.117 19.821
H 25.851 -29.090 19.021
H 27.024 -27.065 18.388
H 27.931 -27.996 19.546
H 27.894 -24.332 20.436
H 27.980 -25.084 18.856
H 29.080 -25.501 20.238
H 24.956 -29.320 21.381
H 25.750 -27.903 21.641
C 28.806 -26.773 24.230
C 28.489 -26.056 25.522
O 29.133 -24.735 25.669
O 28.323 -28.103 24.222
H 29.870 -26.681 24.012
H 28.377 -26.096 23.491
H 28.797 -26.668 26.369
H 27.408 -25.947 25.612
H 28.444 -24.102 25.453
H 28.735 -28.530 23.467
C 28.699 -29.295 21.635
C 29.289 -27.935 21.299
O 28.361 -27.006 21.831
O 27.685 -29.712 20.759
H 28.323 -29.272 22.658
H 29.455 -30.080 21.633
H 29.336 -27.770 20.223
H 30.233 -27.932 21.844
H 27.768 -26.654 21.163
H 26.874 -29.203 20.826
C 27.273 -31.632 19.111
C 27.010 -30.429 18.229
O 27.965 -29.405 18.601
O 26.854 -31.557 20.446
H 28.295 -32.012 19.134
H 26.720 -32.407 18.579
H 25.991 -30.058 18.334
H 27.198 -30.610 17.171
H 27.818 -29.271 19.540
H 27.242 -30.772 20.838
```

Energy above the lowest of the compared OMol25 structures with the same formula, charge and spin: 187.5 kcal per mole
Orbital gap: 9.567 eV
F_max: 0.1666 Eh/bohr
HOMO level: -0.3331 Ha
Spin multiplicity: 1